1.
ORCA calculation (ωB97M-V/def2-TZVPD) on a structure of composition C26H21MnN6O3S.

## Properties
- HOMO (alpha / beta): -16.8 / -16.8 eV
- Kohn-Sham gap (alpha / beta): 6.81 / 6.80 eV
- Total energy: -84516.4187 eV
- 2S+1: 4
- Strongest force on any atom: 0.196 eV/Å
- Total charge: +3
- LUMO (alpha / beta): -0.36570 / -0.36589 Eh

```
58
Properties=species:S:1:pos:R:3:mulliken_spin:R:1
C 4.72 1.17 0.07 0.01
Mn 0.10 -0.42 -0.30 3.02
C -4.66 0.68 -0.42 0.01
H -3.90 2.54 0.33 0.00
O -2.79 -7.41 -1.17 0.00
C 0.70 -7.30 2.01 0.00
C 3.13 -2.08 -0.94 0.01
H -5.70 0.98 -0.37 0.00
C 0.63 -8.70 2.15 0.00
H 0.40 -5.48 -1.54 0.00
C 2.35 1.37 0.14 -0.05
H 5.71 1.59 0.18 0.00
H -0.26 5.11 1.21 0.00
C -0.19 4.08 0.89 0.01
H 1.11 -9.18 3.00 0.00
H 5.41 -0.76 -0.55 0.00
C 1.11 2.16 0.34 0.06
C 0.26 -3.44 -0.95 0.03
C 0.12 -5.25 0.60 -0.01
O -1.24 -9.36 -0.74 0.00
S -1.49 -7.86 -1.40 0.00
H -3.45 -2.66 -2.11 0.00
H 4.10 -2.48 -1.23 0.00
N 2.17 0.07 -0.22 -0.03
C 0.26 -4.80 -0.71 0.00
C 4.55 -0.14 -0.33 0.00
H 2.74 -2.72 -0.14 0.00
C -1.22 2.04 0.23 0.06
C 3.59 1.94 0.30 0.00
H 2.48 -2.14 -1.81 0.00
O -0.71 -7.68 -2.55 0.00
N -1.99 -0.12 -0.53 -0.03
H -5.06 -1.25 -1.27 0.00
C -2.34 1.13 -0.10 -0.03
C -0.51 -8.89 0.30 0.00
N 0.13 -2.52 0.03 -0.11
H 0.38 -3.07 -1.95 -0.01
H -2.40 -2.99 -0.74 0.00
H 1.96 4.04 0.96 0.00
C 1.06 3.48 0.75 0.00
C 3.27 -0.67 -0.47 0.01
C -3.65 1.55 -0.02 0.00
H 1.23 -6.71 2.74 0.00
N -0.48 -7.57 0.06 0.00
N 0.02 -9.52 1.29 0.00
C 0.12 -6.70 0.91 0.00
C -2.97 -0.94 -0.96 0.01
H -1.76 -2.20 -2.20 0.00
H -0.14 -2.22 2.06 0.00
N -0.01 1.48 0.09 -0.01
C -2.61 -2.27 -1.53 0.01
C -0.03 -4.31 1.62 0.01
H 3.69 2.97 0.59 0.00
H -0.16 -4.61 2.65 0.00
C -1.34 3.35 0.63 0.00
C -4.31 -0.56 -0.91 0.00
C -0.02 -2.97 1.28 0.02
H -2.31 3.82 0.75 0.00
```

2.
ORCA calculation (ωB97M-V/def2-TZVPD) on a structure of composition C26H22AlF2N4O2.

## Properties
- HOMO (alpha / beta): -2.8 / -1.5 eV
- Kohn-Sham gap (alpha / beta): 5.25 / 3.90 eV
- Total energy: -49409.2175 eV
- Strongest force on any atom: 1.366 eV/Å
- Total charge: -1
- LUMO (alpha / beta): 0.08949 / 0.08949 Eh

```
57
Properties=species:S:1:pos:R:3:nbo_charge:R:1
H -2.81 1.24 -2.28 0.23
H -0.82 -1.01 -5.09 0.21
H -0.43 -0.58 -3.42 0.26
H -2.90 -0.37 3.25 0.20
C -2.21 -1.21 3.37 -0.31
C -0.20 2.05 2.81 -0.60
H 4.25 -3.57 1.73 0.19
C 1.18 1.48 -0.91 0.59
C 1.27 -2.08 2.42 0.08
C 2.91 4.59 -2.26 -0.27
H -3.45 -2.49 -2.22 0.19
F -3.90 -2.41 4.54 -0.36
C -1.93 -0.36 -0.64 0.62
C 0.81 2.80 0.85 0.54
N -2.42 -0.73 -1.78 -0.46
C 1.48 3.62 -0.08 -0.11
F 0.26 -4.45 3.93 -0.35
H -3.12 -0.19 -4.82 0.19
C -0.92 -1.12 2.85 -0.45
H 3.52 4.97 -3.06 0.20
N -1.51 -0.02 0.38 -0.50
H -1.86 -2.70 -1.48 0.23
C -2.42 -2.12 -2.21 -0.20
H 2.86 0.41 0.88 0.19
C 3.49 -2.80 1.79 -0.29
C -1.79 -2.25 -3.62 -0.41
N 0.66 1.55 0.38 -0.76
C 3.72 -1.50 1.25 -0.32
C -1.23 -0.91 -4.09 -0.41
H 2.87 6.48 -1.22 0.20
Al -0.07 0.33 1.70 1.65
H -1.97 1.09 -4.43 0.22
H 2.73 2.62 -3.11 0.21
C 1.85 4.98 -0.10 -0.21
C -2.63 -2.33 4.04 0.36
H 0.33 2.05 3.77 0.19
C -1.80 -3.42 4.23 -0.38
H -2.13 -4.30 4.76 0.22
H 4.67 -1.25 0.79 0.20
H 1.58 5.63 0.71 0.21
H 2.09 -4.03 2.80 0.22
C 2.57 5.44 -1.18 -0.24
C -0.52 -3.35 3.71 0.39
H -2.55 -2.59 -4.33 0.19
C 2.72 -0.59 1.30 0.06
H -4.07 0.10 -2.74 0.19
C 2.49 3.27 -2.28 -0.16
H -0.99 -3.00 -3.60 0.22
H -1.23 2.35 3.06 0.18
C -2.36 0.13 -4.10 -0.41
C -2.99 0.25 -2.70 -0.20
C -0.04 -2.23 3.02 -0.11
O 1.08 0.47 -1.63 -0.68
N 1.50 -0.83 1.84 -0.73
C 1.76 2.78 -1.20 -0.18
O 0.37 3.16 2.05 -0.49
C 2.27 -3.06 2.38 -0.21
```

3.
ORCA calculation (ωB97M-V/def2-TZVPD) on a structure of composition C26H22AsCl2F6N9O2PS2SeSn.

## Properties
- HOMO (alpha / beta): -8.2 / -8.2 eV
- Kohn-Sham gap (alpha / beta): 7.89 / 5.97 eV
- Total energy: -249153.5592 eV
- 2S+1: 2
- Strongest force on any atom: 0.441 eV/Å
- Total charge: 0
- LUMO (alpha / beta): -0.01145 / -0.08225 Eh

```
73
Properties=species:S:1:pos:R:3:mulliken_spin:R:1
H 5.62 0.61 0.06 0.00
S -0.30 2.63 1.21 0.00
C 1.99 1.35 -1.26 0.01
P 2.50 -1.98 0.77 0.00
H -1.83 -3.16 -1.12 0.00
S 3.64 2.53 2.43 0.00
H 3.43 -3.85 -1.16 0.00
C -0.60 1.64 -4.43 0.11
H -4.24 1.76 -3.12 0.00
Cl 1.05 1.76 -4.94 0.02
H 0.74 -1.32 5.30 0.00
C 3.08 4.20 2.55 0.00
H 2.61 -4.65 -2.50 0.00
C 0.78 -1.16 4.23 0.00
C 1.31 2.85 1.74 0.00
H 2.68 -5.43 -0.91 0.00
Se 1.01 -1.36 -3.82 0.14
H 5.08 -1.04 0.40 0.00
H 3.56 -2.74 3.37 0.00
N 1.51 0.27 -0.57 0.00
F -3.30 -1.19 0.74 0.00
H -0.98 3.55 -5.27 0.00
C 1.69 6.55 2.60 0.00
H 1.15 7.49 2.63 0.00
C 3.35 1.29 -1.28 0.00
N 2.22 1.92 1.83 0.00
C -2.71 2.78 -4.25 0.13
C 0.86 -1.18 -5.67 -0.01
O 3.90 1.98 3.73 0.00
N 1.69 -1.82 3.44 0.00
H 3.52 7.44 3.30 0.00
C 2.56 -0.42 -0.17 -0.01
C 1.18 -2.79 -0.19 0.00
H 2.21 -3.83 3.74 0.00
H -0.75 0.32 3.64 0.00
H 4.08 1.96 -1.70 0.00
F -3.39 1.23 0.26 0.00
C 3.03 6.53 2.98 0.00
Sn -0.73 0.14 0.30 0.00
C 1.76 4.22 2.16 0.00
C -1.40 2.73 -4.71 -0.07
C 1.48 -1.42 2.16 0.00
O 4.67 2.42 1.43 0.00
N 1.35 -3.81 -1.07 0.00
H 0.00 5.41 1.89 0.00
N -0.09 -2.44 -0.12 0.00
C 3.75 5.34 2.96 0.00
N 0.51 -0.52 2.13 0.00
F -2.70 0.42 2.44 0.00
F -4.81 -0.87 2.64 0.00
C 1.04 5.40 2.18 0.00
H -3.32 3.65 -4.47 0.01
F -5.46 -0.08 0.37 0.00
N -0.41 -0.52 -3.16 0.57
H 4.79 5.30 3.25 0.00
C -0.77 -3.25 -0.98 -0.01
C -1.08 0.55 -3.66 -0.02
C -3.23 1.74 -3.50 -0.06
H 1.33 2.10 -1.66 0.00
C 2.59 -4.48 -1.43 0.00
H 2.80 -2.68 4.96 0.00
F -4.91 1.54 2.16 0.00
C 0.05 -0.36 3.41 0.00
C 0.11 -4.11 -1.58 0.00
As -4.15 0.18 1.45 0.00
N 3.70 0.16 -0.61 0.00
C -2.44 0.65 -3.23 0.12
H -0.03 -4.89 -2.31 0.00
N 0.74 -1.07 -6.81 0.03
C 2.62 -2.83 3.90 0.00
H 5.54 -0.60 -1.26 0.00
C 5.08 -0.24 -0.34 0.00
Cl -3.12 -0.67 -2.36 0.02
```

4.
ORCA calculation (ωB97M-V/def2-TZVPD) on a structure of composition C26H22FN8S2Zn.

## Properties
- HOMO (alpha / beta): -3.2 / -3.2 eV
- Kohn-Sham gap (alpha / beta): 3.68 / 3.70 eV
- Total energy: -112043.1051 eV
- Strongest force on any atom: 3.459 eV/Å
- Total charge: -1
- LUMO (alpha / beta): 0.01825 / 0.01893 Eh

```
60
Properties=species:S:1:pos:R:3:nbo_charge:R:1
H -4.59 -4.21 1.18 0.21
C 4.35 -2.36 0.26 -0.27
C 1.17 -0.92 4.27 0.28
N 2.05 -2.84 0.73 -0.48
N 0.51 0.65 0.08 -0.25
N 0.84 1.55 -0.76 -0.37
H -4.57 -0.20 2.80 0.21
C -1.58 4.92 -3.29 -0.30
H 5.40 -2.52 0.44 0.21
S 1.01 0.77 4.44 -0.30
C -4.05 -1.06 2.34 -0.20
H -1.22 1.20 -1.56 0.24
C -1.64 -0.84 -2.36 -0.34
C -1.12 4.80 -1.97 -0.18
C -4.06 -3.30 1.49 -0.22
F -1.01 2.67 2.24 -0.90
H 1.11 3.53 -4.85 0.20
H 4.71 -0.66 -1.02 0.22
C 3.36 -3.09 0.87 0.02
C 0.19 4.43 -1.69 -0.29
C -1.02 0.12 -1.57 -0.10
H -2.41 -0.70 -3.10 0.20
C -2.00 -1.96 1.42 0.06
H -2.32 0.13 2.07 0.25
C -0.68 4.66 -4.32 -0.20
H -0.12 -2.96 1.60 0.24
H 0.63 4.49 -0.65 0.25
H -2.59 5.31 -3.41 0.20
H -1.81 -2.93 -2.81 0.20
C 3.95 -1.32 -0.60 -0.15
H -2.22 -3.90 0.55 0.21
C 0.92 3.84 -2.73 0.19
C -0.20 -0.34 -0.55 0.03
C -1.28 -2.20 -2.23 -0.17
H 3.58 -3.99 1.50 0.18
C 0.52 4.02 -4.07 -0.29
H -0.14 -3.66 -1.14 0.20
N 0.58 -1.58 3.26 -0.31
C -2.72 -0.88 1.95 -0.24
N 2.66 2.92 -1.30 -0.36
H 2.15 -2.63 4.86 0.42
Zn 0.45 1.48 2.24 1.58
C 0.11 -1.74 -0.20 -0.14
C 2.62 -1.06 -0.77 -0.24
H -1.87 4.92 -1.16 0.21
C -4.71 -2.27 2.19 -0.23
S 2.36 2.47 1.26 -0.55
C -0.39 -2.62 -1.30 -0.25
C 1.91 2.29 -0.43 0.23
N 0.11 -0.96 2.24 -0.12
H 2.22 -0.27 -1.42 0.25
C -0.49 -1.99 1.27 -0.11
N 1.86 -1.65 5.17 -0.76
H -5.67 -2.41 2.65 0.20
N 2.06 3.08 -2.50 -0.43
H 2.69 3.04 -3.24 0.36
C 1.67 -1.84 -0.04 0.27
H -0.93 4.85 -5.35 0.20
H 2.40 -1.12 5.88 0.42
C -2.74 -3.14 1.14 -0.22
```

Repeat the third record exactly.
ORCA calculation (ωB97M-V/def2-TZVPD) on a structure of composition C26H22AsCl2F6N9O2PS2SeSn.

## Properties
- HOMO (alpha / beta): -8.2 / -8.2 eV
- Kohn-Sham gap (alpha / beta): 7.89 / 5.97 eV
- Total energy: -249153.5592 eV
- 2S+1: 2
- Strongest force on any atom: 0.441 eV/Å
- Total charge: 0
- LUMO (alpha / beta): -0.01145 / -0.08225 Eh

```
73
Properties=species:S:1:pos:R:3:mulliken_spin:R:1
H 5.62 0.61 0.06 0.00
S -0.30 2.63 1.21 0.00
C 1.99 1.35 -1.26 0.01
P 2.50 -1.98 0.77 0.00
H -1.83 -3.16 -1.12 0.00
S 3.64 2.53 2.43 0.00
H 3.43 -3.85 -1.16 0.00
C -0.60 1.64 -4.43 0.11
H -4.24 1.76 -3.12 0.00
Cl 1.05 1.76 -4.94 0.02
H 0.74 -1.32 5.30 0.00
C 3.08 4.20 2.55 0.00
H 2.61 -4.65 -2.50 0.00
C 0.78 -1.16 4.23 0.00
C 1.31 2.85 1.74 0.00
H 2.68 -5.43 -0.91 0.00
Se 1.01 -1.36 -3.82 0.14
H 5.08 -1.04 0.40 0.00
H 3.56 -2.74 3.37 0.00
N 1.51 0.27 -0.57 0.00
F -3.30 -1.19 0.74 0.00
H -0.98 3.55 -5.27 0.00
C 1.69 6.55 2.60 0.00
H 1.15 7.49 2.63 0.00
C 3.35 1.29 -1.28 0.00
N 2.22 1.92 1.83 0.00
C -2.71 2.78 -4.25 0.13
C 0.86 -1.18 -5.67 -0.01
O 3.90 1.98 3.73 0.00
N 1.69 -1.82 3.44 0.00
H 3.52 7.44 3.30 0.00
C 2.56 -0.42 -0.17 -0.01
C 1.18 -2.79 -0.19 0.00
H 2.21 -3.83 3.74 0.00
H -0.75 0.32 3.64 0.00
H 4.08 1.96 -1.70 0.00
F -3.39 1.23 0.26 0.00
C 3.03 6.53 2.98 0.00
Sn -0.73 0.14 0.30 0.00
C 1.76 4.22 2.16 0.00
C -1.40 2.73 -4.71 -0.07
C 1.48 -1.42 2.16 0.00
O 4.67 2.42 1.43 0.00
N 1.35 -3.81 -1.07 0.00
H 0.00 5.41 1.89 0.00
N -0.09 -2.44 -0.12 0.00
C 3.75 5.34 2.96 0.00
N 0.51 -0.52 2.13 0.00
F -2.70 0.42 2.44 0.00
F -4.81 -0.87 2.64 0.00
C 1.04 5.40 2.18 0.00
H -3.32 3.65 -4.47 0.01
F -5.46 -0.08 0.37 0.00
N -0.41 -0.52 -3.16 0.57
H 4.79 5.30 3.25 0.00
C -0.77 -3.25 -0.98 -0.01
C -1.08 0.55 -3.66 -0.02
C -3.23 1.74 -3.50 -0.06
H 1.33 2.10 -1.66 0.00
C 2.59 -4.48 -1.43 0.00
H 2.80 -2.68 4.96 0.00
F -4.91 1.54 2.16 0.00
C 0.05 -0.36 3.41 0.00
C 0.11 -4.11 -1.58 0.00
As -4.15 0.18 1.45 0.00
N 3.70 0.16 -0.61 0.00
C -2.44 0.65 -3.23 0.12
H -0.03 -4.89 -2.31 0.00
N 0.74 -1.07 -6.81 0.03
C 2.62 -2.83 3.90 0.00
H 5.54 -0.60 -1.26 0.00
C 5.08 -0.24 -0.34 0.00
Cl -3.12 -0.67 -2.36 0.02
```

> Look up the total energy of the second one.

-49409.2175 eV

What did the second record say?
ORCA calculation (ωB97M-V/def2-TZVPD) on a structure of composition C26H22AlF2N4O2.

## Properties
- HOMO (alpha / beta): -2.8 / -1.5 eV
- Kohn-Sham gap (alpha / beta): 5.25 / 3.90 eV
- Total energy: -49409.2175 eV
- Strongest force on any atom: 1.366 eV/Å
- Total charge: -1
- LUMO (alpha / beta): 0.08949 / 0.08949 Eh

```
57
Properties=species:S:1:pos:R:3:nbo_charge:R:1
H -2.81 1.24 -2.28 0.23
H -0.82 -1.01 -5.09 0.21
H -0.43 -0.58 -3.42 0.26
H -2.90 -0.37 3.25 0.20
C -2.21 -1.21 3.37 -0.31
C -0.20 2.05 2.81 -0.60
H 4.25 -3.57 1.73 0.19
C 1.18 1.48 -0.91 0.59
C 1.27 -2.08 2.42 0.08
C 2.91 4.59 -2.26 -0.27
H -3.45 -2.49 -2.22 0.19
F -3.90 -2.41 4.54 -0.36
C -1.93 -0.36 -0.64 0.62
C 0.81 2.80 0.85 0.54
N -2.42 -0.73 -1.78 -0.46
C 1.48 3.62 -0.08 -0.11
F 0.26 -4.45 3.93 -0.35
H -3.12 -0.19 -4.82 0.19
C -0.92 -1.12 2.85 -0.45
H 3.52 4.97 -3.06 0.20
N -1.51 -0.02 0.38 -0.50
H -1.86 -2.70 -1.48 0.23
C -2.42 -2.12 -2.21 -0.20
H 2.86 0.41 0.88 0.19
C 3.49 -2.80 1.79 -0.29
C -1.79 -2.25 -3.62 -0.41
N 0.66 1.55 0.38 -0.76
C 3.72 -1.50 1.25 -0.32
C -1.23 -0.91 -4.09 -0.41
H 2.87 6.48 -1.22 0.20
Al -0.07 0.33 1.70 1.65
H -1.97 1.09 -4.43 0.22
H 2.73 2.62 -3.11 0.21
C 1.85 4.98 -0.10 -0.21
C -2.63 -2.33 4.04 0.36
H 0.33 2.05 3.77 0.19
C -1.80 -3.42 4.23 -0.38
H -2.13 -4.30 4.76 0.22
H 4.67 -1.25 0.79 0.20
H 1.58 5.63 0.71 0.21
H 2.09 -4.03 2.80 0.22
C 2.57 5.44 -1.18 -0.24
C -0.52 -3.35 3.71 0.39
H -2.55 -2.59 -4.33 0.19
C 2.72 -0.59 1.30 0.06
H -4.07 0.10 -2.74 0.19
C 2.49 3.27 -2.28 -0.16
H -0.99 -3.00 -3.60 0.22
H -1.23 2.35 3.06 0.18
C -2.36 0.13 -4.10 -0.41
C -2.99 0.25 -2.70 -0.20
C -0.04 -2.23 3.02 -0.11
O 1.08 0.47 -1.63 -0.68
N 1.50 -0.83 1.84 -0.73
C 1.76 2.78 -1.20 -0.18
O 0.37 3.16 2.05 -0.49
C 2.27 -3.06 2.38 -0.21
```